[1]
{
  "formula": "C5H14N4",
  "method": "the ωB97M-V functional and the def2-TZVPD basis",
  "elements": ["C", "C", "C", "N", "N", "N", "C", "N", "C", "H", "H", "H", "H", "H", "H", "H", "H", "H", "H", "H", "H", "H", "H"],
  "xyz": [[1.55926, -1.43992, 0.89724], [-2.62427, 0.01232, -1.15173], [1.83936, 1.48918, 0.23809], [0.45017, -0.51342, 0.81463], [-1.59489, 0.07570, -0.14392], [0.83526, 0.90726, 1.12208], [-0.40079, -0.60213, -0.30772], [-1.70404, 1.13492, 0.76304], [-0.11973, -1.33887, -1.40141], [1.15092, 0.93295, 2.08976], [-1.26751, 2.00037, 0.44751], [-1.10742, 0.92617, 1.68424], [2.29219, -1.32524, 0.08961], [2.06808, -1.28223, 1.85076], [1.15138, -2.44904, 0.89191], [-2.26778, 0.38170, -2.12091], [-2.97480, -1.01429, -1.26720], [-3.45376, 0.62949, -0.81182], [1.78549, 2.57594, 0.30313], [2.85984, 1.14685, 0.43498], [1.59057, 1.21280, -0.78567], [0.79254, -1.89868, -1.49226], [-0.86009, -1.56183, -2.14434]],
  "forces_ev_per_a": [[0.0, 0.1, 0.0], [0.2, 0.1, 0.2], [0.0, -0.5, -0.1], [0.8, 1.9, 0.7], [0.3, 0.0, 0.3], [0.4, -1.3, -0.3], [-0.2, 0.5, -0.2], [0.2, 0.0, 3.3], [0.1, -0.3, 0.2], [-0.1, -0.3, -0.2], [0.2, -0.4, -0.4], [-2.2, 0.2, -3.0], [0.0, -0.1, 0.0], [0.0, 0.0, -0.1], [0.1, 0.0, -0.1], [0.0, 0.0, -0.1], [0.0, -0.1, -0.1], [0.1, 0.0, 0.0], [0.1, 0.0, 0.1], [0.1, 0.1, 0.0], [0.0, 0.0, -0.1], [0.2, 0.0, 0.2], [-0.2, 0.2, -0.2]],
  "gap_ev": 8.30,
  "de_lowest_kj_mol": 329.84,
  "smiles": "C=C(N(C)N)N(C)NC",
  "e_homo_ev": -7.389
}



[2]
{
  "formula": "C5H14N4",
  "method": "the ωB97M-V functional and the def2-TZVPD basis",
  "elements": ["C", "C", "C", "C", "C", "N", "N", "N", "N", "H", "H", "H", "H", "H", "H", "H", "H", "H", "H", "H", "H", "H", "H"],
  "xyz": [[0.05514, 0.85440, 0.46905], [0.51364, 2.01465, 0.92716], [1.47623, -1.84203, 1.05142], [1.43525, 0.64493, -1.47988], [-1.92730, 0.34252, -0.97394], [1.39857, -1.25081, -0.07660], [0.96843, 0.00449, -0.29096], [-1.49471, -1.16563, 1.15647], [-1.36669, 0.39387, 0.41150], [-0.05291, 2.58700, 1.63154], [1.53495, 2.26213, 0.66107], [1.29073, -1.35984, 1.98625], [1.90319, -2.82780, 1.03000], [2.03566, -0.17571, -2.05718], [0.54586, 1.01002, -2.04772], [2.21123, 1.45289, -1.15271], [-1.88060, 1.28153, -1.38022], [-1.35430, -0.33567, -1.70948], [-2.92340, -0.00632, -0.87978], [1.84527, -1.90407, -0.93071], [-2.15967, -1.74758, 0.65548], [-1.93311, -1.16308, 2.06279], [-2.12145, 0.93012, 0.93643]],
  "forces_ev_per_a": [[0.7, -1.7, 0.2], [-0.5, -1.3, 0.3], [0.7, -0.2, -0.2], [2.5, -0.1, -1.3], [1.6, -3.3, -0.7], [1.4, -2.5, -0.7], [-1.7, 0.9, -0.7], [1.5, 1.5, -1.7], [-1.8, -2.5, 2.3], [-0.3, 0.8, -0.2], [-0.1, 0.1, 0.5], [-0.4, 0.3, 0.3], [-0.1, -0.3, 0.1], [-1.1, 1.8, 0.5], [1.2, 0.0, 0.1], [-1.5, -1.2, -1.2], [-0.1, 2.6, -0.8], [-0.7, 0.8, 1.6], [-1.0, -0.2, -0.1], [-1.8, 2.8, 2.1], [-0.1, 0.5, -1.2], [-0.1, 1.4, 0.9], [1.8, -0.1, -0.3]],
  "gap_ev": 9.46,
  "total_charge": 2,
  "de_lowest_kj_mol": 626.45,
  "smiles": "C=[NH+]N(C)C(=C)[N@@H+](C)N",
  "e_homo_ev": -17.596
}



[3]
{
  "formula": "C5H14N4",
  "method": "the ωB97M-V functional and the def2-TZVPD basis",
  "elements": ["C", "C", "C", "C", "C", "N", "N", "N", "N", "H", "H", "H", "H", "H", "H", "H", "H", "H", "H", "H", "H", "H", "H"],
  "xyz": [[0.62058, -2.03804, -0.08667], [-0.94443, 1.77382, 0.00347], [-3.12814, 2.04658, 0.52917], [0.78701, 2.81661, -1.51181], [2.15578, -3.58131, 1.12993], [-1.84046, 1.49994, 0.85461], [-0.14373, 1.96939, -0.82496], [1.83160, -2.59138, 0.06212], [0.24439, -0.97403, -0.82197], [-0.07720, -2.66465, 0.42038], [-3.92613, 1.47134, 1.00636], [-3.04986, 3.08357, 0.88990], [-3.22043, 1.84472, -0.50221], [1.51870, 2.95565, -0.75088], [0.98196, 2.41104, -2.52844], [0.35163, 3.82492, -1.40249], [2.93620, -3.17930, 1.92511], [2.47294, -4.55032, 0.80352], [1.21918, -3.84050, 1.67201], [-1.64324, 1.23575, 1.77569], [-0.78479, -0.98893, -0.96891], [2.77545, -2.15525, -0.25935], [0.86301, -0.36963, -1.41455]],
  "forces_ev_per_a": [[3.1, -0.7, -0.8], [2.3, 0.3, -0.9], [-1.2, 0.5, 1.3], [-1.1, 0.9, 0.3], [-0.5, 0.5, 2.5], [0.3, -0.7, -0.8], [-1.8, -0.8, 0.9], [1.9, 1.8, 0.0], [-0.4, -1.0, 0.3], [-1.2, 0.2, 0.2], [0.2, 0.3, 0.2], [-1.0, -0.2, -0.7], [-0.6, 0.7, -1.3], [1.8, -0.5, -0.2], [0.3, 0.7, 1.0], [-0.1, -0.2, -1.2], [-1.7, -0.5, -1.9], [0.6, -0.2, -1.0], [0.5, 0.5, -0.1], [0.7, -0.5, 1.5], [1.3, 0.5, -0.2], [-2.6, -0.6, 0.1], [-0.9, -1.2, 0.9]],
  "gap_ev": 11.48,
  "total_charge": 2,
  "de_lowest_kj_mol": 197.04,
  "e_homo_ev": -18.165
}



[4]
{
  "formula": "C5H14N4O",
  "method": "the ωB97M-V functional and the def2-TZVPD basis",
  "elements": ["C", "C", "C", "O", "N", "H", "H", "H", "H", "H", "H", "H", "C", "N", "C", "N", "N", "H", "H", "H", "H", "H", "H", "H"],
  "xyz": [[2.69295, -1.14674, -0.68222], [-2.72541, 0.37105, 0.60517], [-1.78136, 0.61097, -0.52416], [1.71294, -0.21239, -0.98054], [-1.94617, 1.48776, -1.40827], [-1.19719, 1.50972, -2.10115], [3.70561, -0.71347, -0.70433], [2.53760, -1.56867, 0.33167], [2.68953, -2.00106, -1.37923], [-3.49200, 1.14126, 0.60109], [-3.18728, -0.61140, 0.49725], [-2.18842, 0.37474, 1.55661], [0.76846, 1.64056, 0.58088], [-0.57374, -0.25375, -0.50208], [0.50833, 0.16260, 0.56028], [-0.93189, -1.64926, -0.39082], [0.56802, -0.66774, 1.52628], [0.06804, -0.16647, -1.32654], [-0.69416, -1.86599, 0.58799], [-0.21970, -2.12899, -0.93795], [1.13184, -0.33552, 2.29921], [-0.00446, 2.16244, 1.15275], [1.73298, 1.80304, 1.05976], [0.82549, 2.05728, -0.42167]],
  "forces_ev_per_a": [[0.0, 0.0, 0.0], [0.0, 0.0, 0.0], [0.2, 0.0, 0.0], [-0.1, 0.0, 0.2], [0.0, -0.2, 0.1], [0.0, 0.0, 0.1], [-0.1, 0.0, 0.0], [0.0, 0.0, 0.0], [0.0, 0.1, 0.0], [0.0, 0.0, 0.0], [0.0, 0.0, 0.0], [0.0, 0.0, 0.0], [0.0, -0.1, 0.0], [0.0, 0.0, 0.1], [-0.2, -0.2, -0.2], [0.1, 0.4, 0.1], [0.0, 0.1, -0.2], [0.0, 0.0, 0.0], [0.0, 0.0, -0.1], [0.0, 0.0, 0.0], [0.0, 0.1, 0.0], [0.0, 0.0, 0.0], [0.0, 0.0, 0.0], [0.0, 0.0, 0.0]],
  "gap_ev": 9.26,
  "de_lowest_kj_mol": 377.89,
  "e_homo_ev": -8.433
}



[5]
{
  "formula": "C5H14N4O",
  "method": "the ωB97M-V functional and the def2-TZVPD basis",
  "elements": ["C", "C", "C", "C", "C", "N", "N", "N", "N", "O", "H", "H", "H", "H", "H", "H", "H", "H", "H", "H", "H", "H", "H", "H"],
  "xyz": [[3.86860, 0.23017, 0.16365], [1.99216, -0.86387, -0.85610], [0.63750, -1.11943, -0.09996], [-2.07363, 0.63375, -0.76843], [-0.62664, 0.91799, -0.37120], [3.26356, -0.83508, -0.11086], [-3.03117, 0.73801, 0.37148], [0.10201, 0.06597, 0.58743], [-0.87649, -0.06202, 1.73293], [4.28750, 1.20049, 0.49848], [2.09948, -1.63941, -1.60713], [2.04997, 0.05781, -1.46851], [0.05510, -1.33588, -0.95174], [0.78036, -1.91102, 0.64104], [-2.27937, 1.44255, -1.53054], [-2.30528, -0.39166, -1.14803], [-0.57381, 2.05367, 0.04355], [-0.06276, 0.88892, -1.45814], [3.63944, -1.77974, 0.06433], [-3.74252, 0.11622, 0.09005], [-3.41092, 1.70033, 0.38841], [-0.38433, 0.46769, 2.45573], [-1.11825, -0.97095, 2.21866], [-2.29052, 0.39550, 1.11490]],
  "forces_ev_per_a": [[-0.9, -1.7, 0.3], [-0.7, 1.1, -0.9], [1.7, 1.0, 1.2], [0.1, 0.2, -1.5], [1.7, 2.5, -1.7], [-0.2, -2.0, 0.1], [1.4, 1.5, -0.6], [-1.2, 0.0, -0.3], [0.8, -0.5, 0.5], [1.2, 2.2, 0.4], [0.1, -0.3, 0.1], [-0.8, -0.3, 0.4], [-1.2, -1.2, -0.7], [-0.3, -0.2, -0.5], [-0.2, -1.3, 0.6], [0.8, 0.9, -0.3], [-0.1, -2.6, -1.1], [-1.1, 0.3, 2.9], [0.5, 0.9, 0.3], [-1.5, -0.9, 0.6], [0.3, -0.7, 0.8], [-0.5, 0.0, 0.0], [1.0, 0.6, -1.4], [-1.0, 0.5, 0.8]],
  "gap_ev": 9.16,
  "total_charge": 2,
  "de_lowest_kj_mol": 250.54,
  "smiles": "NN(CC[NH3+])CC[NH+]=C=O",
  "e_homo_ev": -16.744
}



[6]
{
  "formula": "C5H14N4S2",
  "method": "the ωB97M-V functional and the def2-TZVPD basis",
  "elements": ["C", "C", "C", "C", "C", "H", "H", "H", "H", "H", "H", "H", "H", "H", "H", "H", "H", "H", "H", "N", "N", "N", "N", "S", "S"],
  "xyz": [[-3.42344, 1.64691, 0.06612], [-2.37439, 1.11202, -0.90081], [-2.46788, -1.51605, -0.00346], [2.03082, -0.60527, -0.00140], [3.15098, -0.86359, -0.96250], [-4.11933, 0.85840, 0.37824], [-4.01262, 2.43884, -0.40916], [-2.95076, 2.05810, 0.96282], [-1.70118, 1.91764, -1.21141], [-2.84464, 0.72091, -1.81138], [-2.96125, -1.75454, -0.95076], [-3.22326, -1.29171, 0.75521], [-1.90232, -2.39189, 0.32147], [0.93311, 0.83531, 2.09555], [0.69006, -0.76275, 2.04129], [3.28054, -0.46449, 1.61552], [0.70368, -1.05376, -1.27730], [2.94756, -1.66182, -1.68033], [5.91793, 1.18871, -0.77450], [1.39940, -0.05621, 2.24309], [2.38549, -0.16820, 1.25153], [0.79758, -0.76186, -0.30540], [4.27341, -0.28218, -1.11023], [-1.28840, -0.16452, -0.20939], [4.75892, 1.02202, -0.12279]],
  "forces_ev_per_a": [[-0.2, 0.1, -0.1], [-0.8, -0.1, 0.2], [-0.3, 0.0, 0.1], [0.4, 0.0, 0.2], [0.3, 0.2, -0.2], [0.1, 0.1, -0.1], [0.0, 0.0, 0.1], [0.0, -0.1, -0.1], [0.0, -0.1, 0.1], [0.0, 0.1, 0.1], [0.1, 0.1, 0.1], [0.1, -0.1, -0.1], [0.0, 0.1, 0.0], [0.0, -0.1, 0.1], [0.0, 0.1, 0.1], [-0.1, 0.1, -0.1], [0.0, 0.0, 0.2], [0.0, 0.1, 0.1], [0.0, 0.0, 0.0], [-0.3, 0.0, -0.1], [0.3, -0.2, -0.2], [4.2, -1.9, 0.0], [-0.2, 0.1, 0.3], [-3.4, 1.8, -0.5], [-0.1, -0.2, -0.2]],
  "gap_ev": 7.84,
  "e_homo_ev": -7.492
}



[7]
{
  "formula": "C5H14N6O",
  "method": "the ωB97M-V functional and the def2-TZVPD basis",
  "elements": ["C", "C", "C", "C", "C", "N", "N", "N", "N", "N", "N", "O", "H", "H", "H", "H", "H", "H", "H", "H", "H", "H", "H", "H", "H", "H"],
  "xyz": [[-0.26088, 0.57399, -0.85349], [2.01986, 0.60833, -0.77036], [0.29129, 1.31740, -1.99791], [-0.47003, -1.31755, 1.21504], [0.80197, -0.49438, 1.06650], [-3.08428, 0.27625, 0.00182], [1.72791, 1.22547, -1.86590], [0.80256, 0.19580, -0.18782], [1.02422, 0.42692, 2.16499], [1.99921, -1.63035, 0.99358], [-4.27336, 0.50608, -0.64074], [3.14748, 0.30947, -0.36293], [-0.07695, 0.79033, -3.02618], [0.08530, 2.35314, -2.07150], [-0.29910, -2.09888, 1.93607], [-0.52249, -1.63304, 0.26163], [-1.27327, -0.64867, 1.39996], [2.41552, 1.82743, -2.47367], [1.80951, 0.95564, 1.85194], [0.98263, 0.17901, 3.12282], [2.63850, -0.94118, 0.45459], [2.48151, -1.75333, 1.85689], [1.91092, -2.51796, 0.63113], [-4.37219, -0.46600, -1.21238], [-4.37616, 1.38807, -1.42236], [-5.12970, 0.56802, -0.07172]],
  "forces_ev_per_a": [[-1.0, 0.3, 0.1], [3.3, -0.5, 0.0], [0.0, -1.7, -3.0], [1.8, 1.6, 1.8], [-1.3, -1.6, 4.1], [0.8, 0.6, 0.9], [0.9, 2.6, -3.0], [0.2, -0.1, 0.2], [0.2, -0.6, -3.9], [0.7, 4.9, 0.1], [-1.4, -0.6, -4.8], [-1.0, 0.0, 0.8], [0.7, 1.2, 2.3], [-1.2, 1.0, 0.1], [-0.4, -0.2, 0.3], [-1.1, -2.1, -3.1], [-0.7, 0.2, 0.5], [-1.6, -1.9, 1.8], [0.7, 1.0, 1.0], [0.0, -0.7, 0.7], [0.7, -1.3, -0.1], [0.1, 0.2, 1.3], [-0.9, -2.3, -1.7], [-0.3, 2.5, 0.9], [0.8, -2.6, 2.3], [0.2, 0.0, 0.6]],
  "gap_ev": [7.21, 6.48],
  "total_charge": 2,
  "de_lowest_kj_mol": 509.62,
  "e_homo_ev": [-16.432, -16.215]
}



[8]
{
  "formula": "C5H14NO",
  "method": "the ωB97M-V functional and the def2-TZVPD basis",
  "elements": ["C", "C", "C", "H", "H", "H", "H", "H", "H", "H", "H", "C", "N", "C", "O", "H", "H", "H", "H", "H", "H"],
  "xyz": [[-2.34341, -2.02660, 1.53942], [-1.97035, -0.60763, 1.14021], [-0.98126, 0.04720, 2.10100], [-1.49787, -2.69467, 1.28080], [-3.21908, -2.39586, 1.02485], [-2.54868, -2.07353, 2.61292], [-2.87280, 0.01964, 0.99829], [-1.49950, -0.57633, 0.15957], [-0.81390, 1.04021, 1.69153], [-1.35835, 0.06146, 3.14287], [-0.00294, -0.46554, 2.12872], [1.41573, 1.94055, -1.89013], [2.16910, 0.68671, -1.85830], [1.63473, -0.14076, -0.71349], [0.31306, 0.13277, -0.48686], [0.34048, 1.76283, -1.81946], [1.58144, 2.48722, -2.83144], [1.68437, 2.62329, -1.05560], [1.79827, 0.18528, -2.69057], [2.27645, 0.07205, 0.16190], [1.91124, -1.19165, -0.96346]],
  "forces_ev_per_a": [[0.7, 0.0, 0.0], [-0.3, 0.2, -0.2], [-0.1, -0.2, 0.1], [-0.4, 0.2, 0.4], [-0.3, -0.1, -0.3], [0.1, -0.2, 0.0], [0.2, -0.2, 0.5], [0.3, -0.2, 0.0], [0.3, 0.2, 0.4], [0.0, 0.2, -0.3], [-0.5, 0.1, -0.3], [-0.1, 0.9, -0.1], [-0.4, -0.4, -0.9], [-1.6, 0.7, 0.2], [1.4, -1.3, 0.0], [0.1, 0.0, 0.2], [0.4, -0.1, 0.1], [0.0, -0.5, -0.3], [0.5, 0.3, 0.6], [0.2, 0.4, 0.2], [-0.3, -0.1, -0.2]],
  "gap_ev": 6.82,
  "total_charge": -1,
  "de_lowest_kj_mol": 74.28,
  "e_homo_ev": -2.720
}